one) Below is 2 unconnected molecules or ions with the total composition C5H14S, with properties calculated with ωB97M-V/def2-TZVPD.

```
! wB97M-V def2-TZVPD RIJCOSX def2/J DEFGRID3
* xyz 0 1
C 2.44760 0.52711 -0.86859
C 1.99233 0.05001 -2.25749
S 1.01707 -1.54193 -2.26289
C -0.53011 -0.69378 -1.64542
H 1.53141 0.42417 -0.09672
H 2.85610 1.59102 -1.07394
H 3.19345 -0.16126 -0.53187
H 1.39426 0.79649 -2.78152
H 2.77697 -0.15291 -3.03173
H -0.19979 0.10321 -0.97079
H -1.15177 -0.38093 -2.46319
H -1.17927 -1.39939 -0.99182
C -1.54663 -0.56931 2.60450
C -1.90193 0.84585 2.12988
H -0.95803 -0.63787 3.55123
H -2.57058 -1.07053 2.93189
H -1.17242 -1.07556 1.73698
H -2.82437 0.64997 1.54188
H -1.10246 1.18850 1.52050
H -2.07182 1.50713 2.95911
*
```

Calculated values
Gap between HOMO and LUMO (eV): 9.6

natural (NBO) population analysis, charges in e, atoms 1 to 5: -0.624, -0.513, 0.144, -0.729, 0.208

=====

two) Below is 2 unconnected molecules or ions with the total composition C5H14S, with properties calculated with ωB97M-V/def2-TZVPD.

```
! wB97M-V def2-TZVPD RIJCOSX def2/J DEFGRID3
* xyz 0 1
C 2.07358 0.08724 -0.40030
C 1.18417 1.38927 -0.18399
S -0.56396 0.96571 -0.72442
C -0.43971 -0.38583 -1.99499
H 2.38506 0.03211 -1.41916
H 1.64039 -0.83030 0.04696
H 2.94941 0.03250 0.28806
H 1.28642 1.69789 0.85154
H 1.69841 2.14152 -0.78329
H -0.62879 0.04216 -3.01498
H 0.56643 -0.78424 -1.96916
H -1.30132 -1.09006 -1.82453
C -0.35524 -1.15481 2.47662
C -1.48471 -1.37057 1.39629
H -0.14644 -1.83098 3.36039
H 0.59914 -1.16177 1.95652
H -0.36796 -0.22493 3.01445
H -1.73973 -2.56419 1.33444
H -1.22293 -1.36216 0.20058
H -2.56342 -0.94070 1.78707
*
```

Calculated values
Gap between HOMO and LUMO (eV): 9.2

natural (NBO) population analysis, charges in e, atoms 1 to 5: -0.640, -0.503, 0.145, -0.741, 0.208

=====

three) Below is 2 unconnected molecules or ions with the total composition C5H14S, with properties calculated with ωB97M-V/def2-TZVPD.

```
! wB97M-V def2-TZVPD RIJCOSX def2/J DEFGRID3
* xyz 0 1
C 0.68040 1.73901 2.08293
C 0.48146 0.87316 0.85592
S 1.31950 1.41424 -0.69167
C 2.89693 0.53012 -0.76238
H -0.00477 1.48264 2.89194
H 0.52572 2.80817 1.90269
H 1.71483 1.74890 2.44518
H 0.70766 -0.18216 1.00446
H -0.60223 0.80349 0.79388
H 3.66269 1.10389 -1.27100
H 3.31053 0.48481 0.25864
H 2.81946 -0.53310 -0.98819
C -1.79514 -0.90253 -1.01860
C -2.55193 -2.21750 -1.13134
H -1.26816 -0.69225 -1.95378
H -2.44478 -0.01317 -0.95850
H -1.17080 -0.72498 -0.16107
H -3.43800 -2.21153 -0.48313
H -1.91914 -3.00131 -0.71064
H -2.92421 -2.50992 -2.10533
*
```

Calculated values
Gap between HOMO and LUMO (eV): 9.5

natural (NBO) population analysis, charges in e, atoms 1 to 5: -0.622, -0.534, 0.176, -0.757, 0.210

=====

It is two) that is the least stable of them.

=====

one) Below is a molecular structure, C3H5I3O, with properties calculated with ωB97M-V/def2-TZVPD.

```
! wB97M-V def2-TZVPD RIJCOSX def2/J DEFGRID3
* xyz 0 1
C 1.83618 -0.33108 0.77156
C -0.05025 0.21322 -0.68285
C -1.81235 -0.00889 -0.41117
O 0.46396 -0.61248 0.32056
I -2.98055 1.59855 -1.35081
I -1.81883 0.48183 1.70171
I -2.25013 -1.96393 -0.84371
H 1.67928 -0.75817 1.74457
H 1.89454 0.77571 0.65134
H 2.69657 -0.66192 0.17342
H 0.32723 0.04238 -1.62316
H 0.01436 1.22478 -0.45145
*
```

Calculated values
Gap between HOMO and LUMO (eV): 8.2

natural (NBO) population analysis, charges in e, atoms 1 to 5: -0.251, -0.044, -0.700, -0.577, 0.192

=====

two) Below is a molecular structure, C3H5I3O, with properties calculated with ωB97M-V/def2-TZVPD.

```
! wB97M-V def2-TZVPD RIJCOSX def2/J DEFGRID3
* xyz 0 1
C 1.75588 -0.60702 0.43208
C -0.20788 0.49357 -0.46200
C -1.66089 0.23804 -0.03355
O 0.54670 0.10280 0.77013
I -2.77688 0.60739 -1.90881
I -2.06660 1.77782 1.41403
I -1.91360 -1.75536 0.69861
H 2.23357 -0.86776 1.31516
H 2.34218 -0.02631 -0.13816
H 1.60574 -1.57805 -0.08537
H 0.19686 0.06011 -1.27474
H -0.05508 1.55475 -0.72737
*
```

Calculated values
Gap between HOMO and LUMO (eV): 8.4

natural (NBO) population analysis, charges in e, atoms 1 to 5: -0.237, -0.199, -0.567, -0.559, 0.163

=====

It is one) that is the least stable of them.

=====

one) Below is 4 unconnected molecules or ions with the total composition CH12N2O3, with properties calculated with ωB97M-V/def2-TZVPD.

```
! wB97M-V def2-TZVPD RIJCOSX def2/J DEFGRID3
* xyz 0 1
N 1.62547 -0.50040 0.93397
C 0.73076 -1.63156 0.94396
N -0.52073 -1.54375 1.70715
H 1.16695 0.28215 0.46910
H 1.80833 -0.12861 1.85336
H 0.36324 -1.87728 -0.05438
H 1.24051 -2.53742 1.28115
H -0.45336 -1.45557 2.72096
H -1.07718 -0.78469 1.32686
O -1.41945 2.11125 -1.68469
H -2.03169 2.69068 -2.11349
H -1.65021 1.21022 -1.85845
O 1.13323 -0.45536 -2.83101
H 1.58274 -0.76160 -3.60557
H 1.76630 -0.59911 -2.13030
O -1.42983 1.68255 1.24871
H -1.43272 1.70658 0.27793
H -1.40234 2.59191 1.51474
*
```

Calculated values
Gap between HOMO and LUMO (eV): 9.2

natural (NBO) population analysis, charges in e, atoms 1 to 5: -0.851, -0.066, -0.863, 0.353, 0.356

=====

two) Below is a molecular structure, CH12N2O3, with properties calculated with ωB97M-V/def2-TZVPD.

```
! wB97M-V def2-TZVPD RIJCOSX def2/J DEFGRID3
* xyz 0 1
N -2.72352 0.89293 -0.37629
C -2.63893 -0.62042 -0.37475
N -1.30685 -1.24535 -0.14942
H -2.22276 1.34564 0.47239
H -2.10091 1.17161 -1.16370
H -3.45597 -0.97098 0.25679
H -2.98629 -0.99481 -1.34118
H 1.29642 -2.49844 -0.41599
H -1.40028 -1.58132 0.77786
H -0.21883 0.99378 0.36713
H 0.83686 -2.64816 0.15797
O 0.06381 1.94386 0.13571
H 0.94712 1.94787 0.36870
H 3.27122 1.44735 1.64138
O 2.79153 1.49608 0.78103
H 3.33490 -0.63055 -1.15389
H 3.09504 0.49893 0.24060
O 3.41745 -0.54802 -0.22434
*
```

Calculated values
Gap between HOMO and LUMO (eV): 2.9

natural (NBO) population analysis, charges in e, atoms 1 to 5: -0.689, -0.190, -0.209, 0.395, 0.388

=====

It is two) that is the least stable of them.

=====

one) Below is 2 unconnected molecules or ions with the total composition C7H16O, with properties calculated with ωB97M-V/def2-TZVPD.

```
! wB97M-V def2-TZVPD RIJCOSX def2/J DEFGRID3
* xyz 0 1
C 3.10646 -1.09964 -0.62260
C 1.74773 -1.58305 -0.18817
C 0.61258 -1.01324 -0.55365
C -0.72582 -1.54387 -0.14367
C -1.71149 -0.47200 0.32871
C -2.06025 0.59442 -0.72090
C -2.64058 1.86330 -0.07414
H 3.01722 -0.49409 -1.52133
H 3.76019 -1.95044 -0.85415
H 3.58851 -0.57126 0.19379
H 1.71386 -2.48193 0.42612
H 0.68783 -0.11900 -1.16543
H -0.59290 -2.24976 0.68079
H -1.22900 -2.16023 -0.90072
H -2.66163 -0.90665 0.63443
H -1.30640 0.01569 1.22841
H -2.82400 0.14211 -1.36582
H -1.20642 0.88283 -1.32284
H -2.61920 2.70259 -0.77928
H -3.69004 1.74702 0.19642
H -2.05773 2.14719 0.80230
O 2.60814 1.94375 2.12469
H 1.65403 1.89298 2.01463
H 2.82890 2.71329 1.58244
*
```

Calculated values
Gap between HOMO and LUMO (eV): 9.9

natural (NBO) population analysis, charges in e, atoms 1 to 5: -0.645, -0.158, -0.207, -0.432, -0.381

=====

two) Below is a molecular structure, C7H16O, with properties calculated with ωB97M-V/def2-TZVPD.

```
! wB97M-V def2-TZVPD RIJCOSX def2/J DEFGRID3
* xyz 0 1
C -2.43590 -0.75737 -0.57960
C -2.24514 0.26359 -1.45145
O -0.79955 -0.59713 1.07613
H -1.34991 -0.00543 1.60132
H -2.07841 -1.75206 -0.79406
H -3.13176 -0.67109 0.23922
H -1.81489 0.08179 -2.42727
H -2.77692 1.19473 -1.32901
H -0.59776 0.96831 -0.91599
C 1.58160 -0.76066 0.27040
C 1.02815 0.94602 2.03446
C 1.30768 -1.34197 -1.11234
C 0.66864 0.37658 0.68139
C 0.34652 1.37283 -0.34041
H 1.46635 -1.54291 1.02329
H 2.61571 -0.39489 0.32257
H 1.04032 0.15114 2.77867
H 2.01146 1.42055 1.99053
H 0.30836 1.70412 2.34264
H 1.92025 -2.23009 -1.26771
H 0.26198 -1.63536 -1.18939
H 1.53708 -0.63038 -1.90705
H 1.11046 1.50511 -1.10206
H 0.02568 2.33458 0.05573
*
```

Calculated values
Gap between HOMO and LUMO (eV): 9.2

natural (NBO) population analysis, charges in e, atoms 1 to 5: -0.267, -0.531, -0.830, 0.449, 0.191

=====

three) Below is 2 unconnected molecules or ions with the total composition C7H16O, with properties calculated with ωB97M-V/def2-TZVPD.

```
! wB97M-V def2-TZVPD RIJCOSX def2/J DEFGRID3
* xyz 0 1
C 1.68728 0.49077 -1.45990
C 1.60651 0.23108 0.02926
C 0.39966 -0.78974 0.24954
C -0.98183 -0.46404 -0.00665
C -1.65100 -0.59092 -1.33770
C -1.59741 0.67781 0.68100
C -2.41319 0.20019 2.08402
H 0.77385 0.36175 -2.04655
H 2.45877 -0.19417 -1.80628
H 2.06380 1.49423 -1.68796
H 2.59385 -0.13637 0.36967
H 1.30547 1.10991 0.62272
H 0.77957 -1.67321 -0.29540
H 0.39948 -1.07162 1.32412
H -1.29044 -1.42670 -1.94644
H -2.72740 -0.89154 -1.27577
H -2.31393 1.19504 0.04208
H -1.01742 1.51491 1.13777
H -3.13009 -0.56035 1.79435
H -2.91639 1.01214 2.62002
H -1.64024 -0.24580 2.69883
H -1.73449 0.35430 -1.90796
H 5.08300 -0.28924 0.30980
O 4.26257 -0.30842 -0.19256
*
```

Calculated values
Gap between HOMO and LUMO (eV): 3.7

natural (NBO) population analysis, charges in e, atoms 1 to 5: -0.646, -0.340, -0.545, 0.462, -0.731

=====

It is three) that is the least stable of them.

=====

one) Below is 2 unconnected molecules or ions with the total composition C7H16O, with properties calculated with ωB97M-V/def2-TZVPD.

```
! wB97M-V def2-TZVPD RIJCOSX def2/J DEFGRID3
* xyz 0 1
C -3.23408 1.83558 -1.85272
C -2.35705 0.98837 -1.27163
C -1.01073 1.53795 -0.99143
O -0.67329 1.46980 0.42413
H -4.27940 1.61491 -2.17914
H -2.85382 2.81960 -2.12939
H -2.57764 -0.01868 -1.08916
H -0.19445 1.10470 -1.56554
H -1.10358 2.60823 -1.24465
H 0.04161 2.11803 0.54449
C 3.48534 -1.47944 0.33506
C 2.28386 -1.49303 1.28342
C 1.01517 -1.25955 0.45592
C -0.20609 -1.42131 1.36587
H 3.53630 -2.34678 -0.34550
H 4.46759 -1.35867 0.89357
H 3.55331 -0.59830 -0.37297
H 2.33516 -0.82274 2.12564
H 2.21345 -2.48079 1.74088
H 1.03252 -0.21878 -0.00112
H 0.94392 -1.97702 -0.45219
H -1.10003 -1.16540 0.83314
H -0.04775 -0.82463 2.28069
H -0.43949 -2.46348 1.62132
*
```

Calculated values
Gap between HOMO and LUMO (eV): 10.9

natural (NBO) population analysis, charges in e, atoms 1 to 5: -0.366, -0.200, -0.104, -0.726, 0.206

=====

two) Below is C7H16O in the gas phase, with properties calculated with ωB97M-V/def2-TZVPD.

```
! wB97M-V def2-TZVPD RIJCOSX def2/J DEFGRID3
* xyz 0 1
C -1.59707 -1.00901 0.86565
C -0.93918 0.13450 0.07431
C -1.07472 1.50588 0.91882
O 0.12405 2.14957 1.30046
C 0.47864 -0.16723 -0.47041
C 1.53866 -0.41592 0.61841
C 0.36991 -1.50670 -1.37338
C 0.97064 0.94607 -1.41406
H -2.45995 -0.65711 1.44083
H -1.98369 -1.77307 0.18262
H -0.90794 -1.49272 1.56063
H -1.59827 0.29198 -0.79136
H -1.63457 2.21408 0.30003
H -1.67207 1.35018 1.82355
H 0.49727 1.66276 2.04891
H 2.35568 -1.03976 0.23927
H 1.13071 -0.91764 1.49835
H 2.00648 0.51505 0.95321
H -0.26415 -1.34160 -2.25062
H -0.01818 -2.35605 -0.80620
H 1.36528 -1.78827 -1.73434
H 1.18951 1.87695 -0.88387
H 1.89796 0.64851 -1.91665
H 0.22500 1.16955 -2.18418
*
```

Calculated values
Gap between HOMO and LUMO (eV): 10.6

natural (NBO) population analysis, charges in e, atoms 1 to 5: -0.613, -0.243, -0.058, -0.719, -0.023

=====

It is one) that is the least stable of them.